Molecular formula: C4H5NO2
Method: DFT, the ωB97M-V functional and the def2-TZVPD basis

Element x y z (Å)
O1 0.151 -2.919 1.130
C1 -0.579 -2.171 0.532
C2 -0.111 -0.822 0.061
O2 -0.308 -0.330 -1.170
N1 0.348 -0.061 0.966
C3 0.266 1.311 0.457
C4 0.380 1.054 -1.033
H1 -1.664 -2.366 0.428
H2 1.030 1.917 0.955
H3 -0.705 1.752 0.725
H4 -0.256 1.561 -1.734
H5 1.449 1.073 -1.317

Total charge: 0
Energy relative to the best compared isomer or geometry (same formula, charge and spin), kJ/mol: 191.2
SMILES: O=CC1=NCCO1
Kohn-Sham gap, Eh: 0.383
HOMO level, eV: -9.8
DFT total energy, Eh: -360.59660

=====

Molecular formula: C4H5NO2
Method: DFT, the ωB97M-V functional and the def2-TZVPD basis

Element x y z (Å)
O1 2.396 0.219 1.995
C1 2.157 0.226 0.815
C2 0.744 0.107 0.311
O2 0.425 0.563 -0.930
N1 -0.139 -0.497 0.990
C3 -1.280 -0.649 0.088
C4 -1.027 0.429 -0.966
H1 2.958 0.251 0.050
H2 -2.224 -0.563 0.632
H3 -1.223 -1.661 -0.336
H4 -1.310 0.193 -1.990
H5 -1.477 1.382 -0.660

Total charge: 0
Energy relative to the best compared isomer or geometry (same formula, charge and spin), kJ/mol: 141.2
SMILES: O=CC1=NCCO1
Kohn-Sham gap, Eh: 0.371
HOMO level, eV: -10.0
DFT total energy, Eh: -360.61562

=====

Molecular formula: C4H5NO2
Method: DFT, the ωB97M-V functional and the def2-TZVPD basis

Element x y z (Å)
O1 -2.518 0.880 0.015
C1 -1.664 0.039 0.130
C2 -0.360 0.124 -0.637
C3 0.655 0.914 0.195
N1 1.817 0.099 0.251
C4 1.490 -1.025 -0.263
O2 0.246 -1.180 -0.750
H1 -1.713 -0.814 0.832
H2 -0.522 0.498 -1.655
H3 0.402 1.671 0.976
H4 0.003 0.918 1.697
H5 2.126 -1.903 -0.334

Total charge: 0
Energy relative to the best compared isomer or geometry (same formula, charge and spin), kJ/mol: 472.2
Kohn-Sham gap (spin up / spin down), Eh: 0.325 / 0.325
HOMO level (spin up / spin down), eV: -8.8 / -8.8
DFT total energy, Eh: -360.48957

=====

Molecular formula: C4H5NO2
Method: DFT, the ωB97M-V functional and the def2-TZVPD basis

Element x y z (Å)
C1 -1.731 -0.870 0.039
C2 -1.344 1.351 0.013
C3 -0.631 0.211 0.030
C4 0.815 -0.088 -0.006
N1 -2.885 -0.270 0.006
O1 -4.029 -0.673 -0.024
O2 -2.677 1.132 -0.002
H1 -1.615 -1.930 0.056
H2 -1.060 2.384 0.009
H3 1.144 -0.216 -1.037
H4 1.392 0.717 0.441
H5 1.011 -1.014 0.527

Total charge: 0
Energy relative to the best compared isomer or geometry (same formula, charge and spin), kJ/mol: 374.9
SMILES: Cc1co[n+]([O-])c1
Kohn-Sham gap, Eh: 0.344
HOMO level, eV: -8.6
DFT total energy, Eh: -360.52662

=====

Molecular formula: C4H5NO2
Method: DFT, the ωB97M-V functional and the def2-TZVPD basis

Element x y z (Å)
O1 1.100 2.375 0.655
C1 0.468 1.314 0.334
N1 0.971 0.093 0.107
C2 0.255 -0.951 -0.583
C3 -0.934 -1.527 0.166
O2 -1.269 -1.184 1.269
C4 -0.664 2.063 0.541
H1 1.847 -0.126 0.557
H2 0.951 -1.771 -0.800
H3 -0.093 -0.593 -1.561
H4 -1.488 -2.305 -0.402
H5 -1.062 2.676 -0.265

Total charge: 0
Energy relative to the best compared isomer or geometry (same formula, charge and spin), kJ/mol: 429.9
Kohn-Sham gap, Eh: 0.329
HOMO level, eV: -8.4
DFT total energy, Eh: -360.50570

=====

Molecular formula: C4H5NO2
Method: DFT, the ωB97M-V functional and the def2-TZVPD basis

Element x y z (Å)
C1 0.629 -1.460 -1.864
C2 -0.371 0.675 0.940
C3 0.254 1.837 1.256
O1 -0.135 -0.012 -0.147
O2 1.288 -1.169 -0.751
C4 -1.405 0.137 1.804
N1 -2.207 -0.338 2.478
H1 -0.293 -0.746 -1.741
H2 0.155 -2.453 -1.884
H3 1.134 -1.126 -2.781
H4 1.002 2.229 0.583
H5 -0.050 2.426 2.109

Total charge: 0
Energy relative to the best compared isomer or geometry (same formula, charge and spin), kJ/mol: 592.8
Kohn-Sham gap (spin up / spin down), Eh: 0.291 / 0.326
HOMO level (spin up / spin down), eV: -10.4 / -10.2
DFT total energy, Eh: -360.44364

=====

Molecular formula: C4H5NO2
Method: DFT, the ωB97M-V functional and the def2-TZVPD basis

Element x y z (Å)
O1 0.945 1.033 -2.091
C1 0.310 0.187 -1.512
C2 -0.608 0.551 -0.363
C3 -1.174 -0.460 0.533
N1 -0.140 0.488 1.039
C4 1.172 -0.059 1.127
O2 1.718 -0.685 0.251
H1 0.291 -0.871 -1.834
H2 -1.171 1.463 -0.544
H3 -0.844 -1.492 0.435
H4 -2.193 -0.330 0.895
H5 1.694 0.175 2.064

Total charge: 0
Energy relative to the best compared isomer or geometry (same formula, charge and spin), kJ/mol: 220.0
SMILES: O=C[C@H]1CN1C=O
Kohn-Sham gap, Eh: 0.384
HOMO level, eV: -9.9
DFT total energy, Eh: -360.58563

=====

Molecular formula: C4H5NO2
Method: DFT, the ωB97M-V functional and the def2-TZVPD basis

Element x y z (Å)
O1 1.505 1.760 1.655
C1 1.382 0.909 0.860
N1 1.364 0.071 -0.016
C2 0.456 -1.029 -0.252
C3 -0.990 -0.668 0.000
O2 -1.352 -0.487 1.403
C4 -1.353 0.602 0.713
H1 0.029 1.480 -1.576
H2 0.761 -1.871 0.382
H3 0.561 -1.357 -1.290
H4 -1.761 -1.167 -0.580
H5 -0.602 1.757 -1.300

Total charge: 0
Energy relative to the best compared isomer or geometry (same formula, charge and spin), kJ/mol: 465.6
Kohn-Sham gap, Eh: 0.375
HOMO level, eV: -10.1
DFT total energy, Eh: -360.49208

=====

Molecular formula: C4H5NO2
Method: DFT, the ωB97M-V functional and the def2-TZVPD basis

Element x y z (Å)
C1 1.869 -0.441 -0.002
C2 0.396 0.020 -0.063
C3 -0.066 1.298 0.123
C4 -1.649 0.050 0.025
H1 1.974 -0.930 1.038
H2 1.858 -1.268 -0.758
H3 2.567 0.400 -0.339
H4 0.624 2.230 -0.123
H5 -2.647 -1.429 -0.151
N1 -1.363 1.337 0.077
O1 -2.841 -0.420 -0.052
O2 -0.722 -0.847 0.223

Total charge: 0
Energy relative to the best compared isomer or geometry (same formula, charge and spin), kJ/mol: 225.7
Kohn-Sham gap, Eh: 0.317
HOMO level, eV: -8.1
DFT total energy, Eh: -360.58347

=====

Molecular formula: C4H5NO2
Method: DFT, the ωB97M-V functional and the def2-TZVPD basis

Element x y z (Å)
O1 -0.979 2.423 0.019
C1 -0.404 1.375 0.080
C2 -1.038 0.014 0.153
C3 -0.168 -1.139 -0.384
N1 1.215 -0.810 -0.696
C4 1.646 0.203 -0.087
O2 0.958 1.349 0.250
H1 -1.180 -0.132 1.230
H2 -2.027 0.068 -0.299
H3 -0.689 -1.775 -1.106
H4 0.038 -1.818 0.452
H5 2.628 0.241 0.388

Total charge: 0
Energy relative to the best compared isomer or geometry (same formula, charge and spin), kJ/mol: 119.7
SMILES: O=C1CCN=CO1
Kohn-Sham gap, Eh: 0.380
HOMO level, eV: -9.9
DFT total energy, Eh: -360.62383